{"formula": "C13H18BN5O3Yb", "method": "ωB97M-V/def2-TZVPD", "energy_ha": -2188.55764, "multiplicity": 1, "charge": 2, "symbols": ["Yb", "O", "O", "O", "N", "N", "N", "N", "N", "C", "C", "C", "C", "C", "C", "C", "C", "C", "C", "C", "C", "C", "B", "H", "H", "H", "H", "H", "H", "H", "H", "H", "H", "H", "H", "H", "H", "H", "H", "H", "H"], "coordinates": [[-0.175, -1.651, 5.313], [2.802, -0.150, -1.388], [-2.610, -1.434, -0.814], [-1.375, -1.057, 3.598], [-1.659, -0.491, -2.871], [-1.573, 2.561, -0.127], [3.208, 1.008, 3.557], [0.597, 0.683, -1.077], [-0.709, -1.817, 1.419], [-1.217, -1.405, 2.416], [1.996, -0.977, 2.556], [2.385, 1.793, 2.811], [-0.657, -1.370, -3.517], [0.095, -0.749, 0.737], [1.689, -0.279, -0.983], [-0.609, 0.156, -0.390], [-1.606, 0.898, -3.378], [-1.562, 1.188, 0.392], [1.336, 1.362, 1.877], [1.053, -1.541, -0.276], [1.133, -0.089, 1.710], [2.979, -0.327, 3.423], [-1.644, -0.582, -1.401], [-1.852, 0.856, -4.481], [-2.333, 1.597, -2.896], [-2.632, 0.833, 0.354], [-0.725, -1.210, -4.633], [-0.646, 2.969, -0.216], [3.637, -1.008, 4.027], [0.733, 2.094, 1.303], [-0.563, 1.335, -3.335], [-0.949, -2.436, -3.343], [-1.303, 1.195, 1.496], [-3.328, -1.495, -1.477], [0.577, -2.339, -0.910], [-2.127, 2.662, -0.973], [1.854, -2.080, 2.481], [2.536, 2.901, 2.906], [0.406, -1.143, -3.236], [0.905, 1.620, -0.813], [1.934, -2.081, 0.156]], "atomic_forces_ev_per_a": [[0.7, 0.2, 0.2], [-0.4, 0.2, 0.4], [0.8, 1.6, -0.6], [-0.7, -0.9, -2.4], [0.3, 1.0, 1.2], [0.1, -0.7, 0.7], [-2.1, -0.8, -1.5], [0.9, -0.6, 0.9], [-1.5, 1.4, 0.7], [0.9, 0.0, 2.3], [-1.0, 2.8, 0.0], [-0.6, 0.2, -0.9], [-0.3, -0.1, -1.0], [2.9, -1.6, -3.4], [-2.2, -0.5, -0.7], [-0.6, 0.2, 2.0], [0.8, 0.2, -1.4], [-0.2, 0.7, -0.2], [1.1, -2.8, 1.0], [1.5, 0.1, 0.2], [0.7, 1.4, 2.1], [-0.6, -1.3, -0.4], [-0.7, -2.0, -0.3], [0.0, 0.2, 1.2], [0.5, -0.8, -0.3], [1.2, 0.1, 0.0], [0.0, -0.2, 1.1], [-0.5, 0.0, -0.3], [-0.5, 0.8, -0.6], [0.7, -0.5, 0.7], [-1.0, -0.3, 0.2], [0.5, 0.8, 0.0], [-0.1, 0.1, -1.1], [0.5, -0.4, 0.3], [-0.1, 1.3, 0.3], [0.4, 0.1, 0.2], [0.6, 0.9, 0.0], [-0.1, -1.2, 0.0], [-0.8, -0.3, -0.1], [-0.2, -0.2, -0.5], [-0.8, 0.5, 0.1]]}

=====

{"formula": "H12NO4", "method": "ωB97M-V/def2-TZVPD", "de_lowest_kj_mol": 23.0, "multiplicity": 1, "charge": 1, "symbols": ["O", "O", "O", "O", "N", "H", "H", "H", "H", "H", "H", "H", "H", "H", "H", "H", "H"], "coordinates": [[37.152, -2.941, -0.650], [33.398, -4.381, 2.095], [33.700, -3.018, -2.447], [34.272, -7.238, -0.728], [34.810, -4.455, -0.346], [35.036, -5.441, -0.552], [33.618, -7.503, -1.386], [33.060, -4.674, 2.950], [33.128, -3.287, -3.179], [34.402, -4.502, 0.607], [34.197, -4.034, -1.077], [35.717, -3.931, -0.424], [32.687, -3.840, 1.725], [37.128, -2.008, -0.401], [33.606, -2.057, -2.402], [34.485, -8.051, -0.252], [37.596, -2.960, -1.509]], "atomic_forces_ev_per_a": [[0.0, 0.2, -0.2], [-0.4, 0.2, -0.1], [-0.2, 0.2, -0.2], [-0.1, -0.2, 0.0], [0.9, -0.4, -0.3], [-0.5, 0.1, -0.3], [0.1, 0.0, 0.1], [0.2, -0.1, -0.1], [0.1, 0.0, 0.1], [0.1, 0.5, -0.2], [0.1, -0.4, 0.4], [-0.5, 0.0, 0.5], [0.0, -0.1, 0.2], [0.1, -0.2, 0.0], [0.0, -0.1, 0.0], [0.0, 0.1, 0.0], [0.0, 0.0, 0.2]]}

=====

{"formula": "C41H33AsBrN6O7Ti", "method": "ωB97M-V/def2-TZVPD", "de_lowest_kj_mol": 35.2, "multiplicity": 1, "charge": 1, "symbols": ["Br", "As", "Ti", "O", "O", "O", "O", "O", "O", "O", "N", "N", "N", "N", "N", "N", "C", "C", "C", "C", "C", "C", "C", "C", "C", "C", "C", "C", "C", "C", "C", "C", "C", "C", "C", "C", "C", "C", "C", "C", "C", "C", "C", "C", "C", "C", "C", "C", "C", "C", "C", "C", "C", "C", "C", "C", "C", "H", "H", "H", "H", "H", "H", "H", "H", "H", "H", "H", "H", "H", "H", "H", "H", "H", "H", "H", "H", "H", "H", "H", "H", "H", "H", "H", "H", "H", "H", "H", "H", "H"], "coordinates": [[4.531, -2.524, -4.962], [-2.520, 1.211, 0.516], [-0.641, -0.761, 0.451], [0.220, -0.389, -1.444], [0.577, 1.345, 2.380], [0.852, -1.301, 1.283], [-2.051, -1.594, 1.696], [-3.805, -2.634, 0.916], [3.891, 2.291, -0.810], [-2.414, -1.600, -0.403], [-0.176, -2.886, -0.267], [0.275, 1.012, 0.196], [3.865, -6.514, -0.425], [3.298, -6.242, 0.643], [2.037, 1.113, -1.290], [-2.827, -1.991, 0.749], [-2.528, 2.168, -1.146], [-4.695, 0.283, 2.140], [1.501, -4.633, 0.071], [-2.643, 1.652, -2.425], [-2.492, 3.888, -3.296], [-4.368, 0.773, 0.880], [4.634, -4.309, -1.231], [4.348, -3.763, -3.545], [-2.369, 4.401, -2.011], [-2.383, 3.542, -0.919], [4.800, -3.420, -2.282], [-6.008, -0.047, 2.436], [-0.247, -4.898, -1.545], [-2.025, 3.099, 2.770], [1.180, 4.242, -0.597], [-1.846, 4.400, 3.221], [3.107, -4.140, 1.815], [0.860, 0.567, -0.923], [-6.668, 0.591, 0.212], [0.850, -5.412, -0.911], [2.545, -2.868, 2.058], [-1.858, 5.457, 2.321], [-2.625, 2.522, -3.508], [1.476, -2.500, 1.294], [2.653, -4.967, 0.825], [3.653, -5.909, -2.748], [4.030, -5.542, -1.461], [0.976, 1.556, 1.262], [-2.217, 3.935, 0.498], [-6.994, 0.103, 1.472], [3.731, 0.789, 2.207], [3.264, 2.227, 2.000], [-2.216, 2.879, 1.417], [-2.040, 5.232, 0.964], [2.204, 2.369, 0.899], [1.767, 3.864, 0.756], [3.786, -5.007, -3.790], [-5.357, 0.928, -0.085], [0.936, -3.381, 0.339], [-0.739, -3.628, -1.202], [2.804, 1.951, -0.441], [4.993, -4.051, -0.247], [2.834, 2.629, 2.918], [-2.002, 2.276, 3.471], [1.059, 4.072, 1.562], [-3.931, 0.155, 2.898], [2.492, 0.809, -2.143], [-2.749, 0.586, -2.586], [-2.044, 6.068, 0.275], [1.204, -6.408, -1.147], [2.658, 4.463, 0.950], [2.902, 0.144, 2.500], [4.104, 2.864, 1.725], [0.347, 3.598, -0.887], [0.800, 5.262, -0.558], [-1.698, 4.590, 4.276], [3.960, -4.457, 2.402], [4.185, 0.379, 1.301], [-1.617, -3.224, -1.682], [-2.482, 4.562, -4.142], [-6.259, -0.425, 3.418], [-1.723, 6.469, 2.682], [5.281, -2.464, -2.121], [-2.261, 5.468, -1.868], [2.963, -2.208, 2.806], [-0.768, -5.470, -2.299], [-5.113, 1.318, -1.065], [1.933, 4.203, -1.387], [3.472, -5.274, -4.790], [-8.019, -0.159, 1.701], [4.484, 0.745, 2.993], [-2.717, 2.137, -4.515], [3.249, -6.899, -2.923], [-7.436, 0.712, -0.539]], "atomic_forces_ev_per_a": [[0.0, 0.0, 0.0], [-0.1, 0.0, 0.2], [-0.7, -1.3, -0.9], [0.2, 0.0, -0.3], [0.0, 0.3, 0.1], [0.3, 0.3, 1.2], [0.2, -0.2, 0.1], [0.2, 0.0, 0.0], [-0.1, 0.0, 0.0], [-0.2, 0.5, 0.2], [0.0, -0.2, -0.4], [0.0, 0.0, 0.2], [0.0, -0.2, 0.4], [0.0, -0.1, -0.4], [-0.1, -0.5, -0.5], [-0.3, -0.1, -0.3], [0.0, 0.0, 0.0], [0.0, 0.0, 0.1], [-0.2, 0.2, -0.1], [0.0, 0.0, 0.0], [0.0, 0.0, 0.0], [0.0, 0.0, 0.0], [-0.1, -0.1, -0.1], [0.0, 0.0, -0.1], [0.0, 0.0, 0.0], [0.0, 0.0, 0.0], [0.0, 0.0, 0.1], [0.0, 0.0, 0.0], [-0.1, -0.1, -0.1], [0.0, 0.0, 0.0], [-0.1, 0.0, 0.0], [0.0, 0.0, 0.0], [0.1, 0.0, 0.1], [0.1, 1.0, 0.7], [-0.1, 0.0, 0.1], [0.1, 0.0, 0.1], [-0.1, 0.0, -0.1], [0.0, 0.0, 0.0], [0.0, 0.0, 0.0], [0.0, 0.0, -0.3], [0.3, -0.2, 0.1], [0.0, 0.0, 0.1], [-0.1, 0.3, -0.1], [0.3, 0.1, -0.3], [0.0, 0.0, 0.0], [0.0, 0.0, -0.1], [0.0, 0.0, 0.1], [0.0, -0.1, -0.1], [0.0, 0.1, -0.1], [0.0, 0.0, 0.0], [-0.1, 0.1, 0.0], [0.0, -0.1, 0.1], [0.0, 0.0, -0.1], [0.1, 0.0, -0.1], [-0.1, 0.2, 0.2], [0.1, 0.0, 0.1], [0.1, -0.1, 0.1], [0.0, 0.0, 0.0], [0.0, 0.0, 0.0], [0.0, 0.0, 0.0], [0.0, 0.0, 0.0], [0.0, 0.0, 0.0], [0.0, 0.0, 0.0], [0.0, 0.0, 0.0], [0.0, 0.0, 0.0], [0.0, 0.0, 0.0], [0.0, 0.0, 0.0], [0.0, 0.0, 0.0], [0.0, 0.0, 0.0], [0.0, 0.0, 0.0], [0.0, 0.0, 0.0], [0.0, 0.0, 0.0], [0.0, 0.0, 0.0], [0.0, 0.0, 0.0], [0.0, 0.0, -0.1], [0.0, 0.0, 0.0], [0.0, 0.0, 0.0], [0.0, 0.0, 0.0], [0.0, 0.0, 0.0], [0.0, 0.0, 0.0], [0.0, 0.0, 0.0], [0.0, 0.0, 0.0], [0.0, 0.0, 0.0], [0.0, 0.0, 0.0], [0.0, 0.0, 0.0], [0.0, 0.0, 0.0], [0.0, 0.0, 0.0], [0.0, 0.0, 0.0], [0.0, 0.0, 0.0], [0.0, 0.0, 0.0]]}

=====

{"formula": "CHN3O4S", "method": "ωB97M-V/def2-TZVPD", "de_lowest_kj_mol": 45.1, "multiplicity": 1, "smiles": "N#CNS(=O)(=O)[N+](=O)[O-]", "symbols": ["S", "O", "O", "O", "O", "N", "N", "N", "C", "H"], "coordinates": [[0.224, -1.752, 0.154], [-0.349, -2.378, -0.969], [1.518, -3.856, 0.531], [-0.397, -1.587, 1.386], [2.824, -2.161, 0.604], [1.785, -2.689, 0.522], [-0.706, 1.382, -1.824], [0.797, 0.146, -0.350], [-0.069, 0.667, -1.209], [1.718, 0.452, -0.535]], "atomic_forces_ev_per_a": [[1.4, 2.9, -1.8], [-0.1, 0.0, -0.4], [-0.2, -0.3, 0.4], [-0.9, 0.2, 1.6], [1.5, 1.5, 0.4], [-0.9, -1.3, -1.0], [-1.5, 0.9, -1.5], [-1.8, -3.2, 1.3], [1.0, -0.3, 1.1], [1.5, -0.5, 0.0]]}